Record 1
Molecular formula: CH4NS
Method: DFT, the ωB97M-V functional and the def2-TZVPD basis

Last column: Löwdin charge in e.
Atoms and positions in Å:
S -0.240 2.178 -0.803  -0.21
H 0.839 2.966 -0.908  -0.47
C -0.045 -1.274 0.620  -0.22
N -0.665 -1.032 -0.444  -0.02
H -0.161 -2.173 1.236  0.03
H 0.766 -0.629 0.997  0.04
H -0.495 -0.036 -0.698  -0.15

Atomic forces in eV per Å
S -0.1 0.2 0.0
H 0.1 -0.1 0.0
C 1.1 0.2 0.3
N -1.0 0.0 0.5
H -0.2 -0.3 -0.5
H -0.5 0.4 0.1
H 0.5 -0.4 -0.4

Calculated values
total charge = -1
ΔE to the lowest compared entry with this formula, charge and spin = 16.0 kJ/mol
LUMO = 4.3 eV
gap between HOMO and LUMO = 7.13 eV
calculated total energy = -493.44711 a.u.


Record 2
Molecular formula: C5H13N
Method: DFT, the ωB97M-V functional and the def2-TZVPD basis

Last column: Löwdin charge in e.
Atoms and positions in Å:
C -1.508 -0.659 0.409  -0.08
C -1.160 0.294 1.345  -0.33
N -1.777 1.562 1.342  0.03
H -2.338 -0.464 -0.259  0.07
H -1.382 -1.702 0.664  0.07
H -0.728 -0.026 2.290  0.11
H -2.758 1.556 1.099  0.08
H -1.589 2.126 2.158  0.08
C 1.634 -1.410 -1.252  -0.13
C 0.810 -0.135 -1.202  -0.35
C 1.230 0.875 -0.223  -0.14
H 1.164 -2.158 -1.890  0.06
H 1.724 -1.837 -0.252  0.07
H 2.641 -1.221 -1.630  0.07
H -0.305 -0.510 -0.706  0.08
H 0.609 0.274 -2.192  0.10
H 0.464 0.734 0.696  0.06
H 2.260 0.801 0.119  0.07
H 1.008 1.899 -0.515  0.07

Atomic forces in eV per Å
C -0.5 0.8 2.0
C -2.2 -1.3 -0.3
N 0.4 0.1 0.0
H 0.2 0.2 -0.3
H 0.4 0.0 -0.1
H 0.5 0.2 -0.3
H 0.2 0.0 0.0
H -0.1 -0.1 -0.2
C 0.1 0.2 -0.1
C -2.2 -1.3 0.4
C -1.3 0.5 1.8
H 0.0 0.0 0.0
H 0.1 0.0 0.0
H 0.1 -0.1 0.0
H 2.2 0.8 -1.7
H -0.1 -0.1 0.0
H 1.9 0.3 -1.2
H 0.0 -0.1 0.2
H 0.2 0.1 -0.2

Calculated values
total charge = 0
ΔE to the lowest compared entry with this formula, charge and spin = 254.5 kJ/mol
SMILES string = C=CN.CCC
LUMO = 1.1 eV
gap between HOMO and LUMO = 8.91 eV
calculated total energy = -252.96615 a.u.


Record 3
Molecular formula: C8H16MnS4
Method: DFT, the ωB97M-V functional and the def2-TZVPD basis

Last column: Löwdin charge in e.
Atoms and positions in Å:
Mn 0.668 0.290 1.694  0.57
C 1.243 1.429 -1.292  -0.46
C 1.020 2.748 -0.558  -0.47
S 0.186 2.689 1.064  0.89
C -1.593 2.569 0.691  -0.47
C -2.126 1.232 0.185  -0.45
S -1.783 -0.097 1.385  0.91
C -1.614 -1.590 0.351  -0.46
C -0.811 -2.657 1.089  -0.47
S 0.877 -2.227 1.633  0.89
C 1.927 -2.424 0.157  -0.47
C 1.832 -1.360 -0.932  -0.45
S 2.226 0.289 -0.262  0.91
H 1.798 1.627 -2.209  0.11
H 0.306 0.945 -1.565  0.07
H 0.450 3.433 -1.188  0.11
H 1.972 3.239 -0.351  0.09
H -1.829 3.357 -0.025  0.11
H -2.075 2.850 1.629  0.10
H -1.700 0.958 -0.779  0.07
H -3.206 1.307 0.061  0.10
H -1.159 -1.316 -0.600  0.07
H -2.611 -1.980 0.146  0.11
H -0.731 -3.555 0.474  0.11
H -1.319 -2.955 2.007  0.09
H 1.715 -3.407 -0.264  0.11
H 2.939 -2.475 0.563  0.10
H 0.844 -1.329 -1.390  0.07
H 2.554 -1.590 -1.714  0.10

Atomic forces in eV per Å
Mn 0.0 0.0 0.0
C 0.0 0.0 0.0
C 0.0 0.0 0.0
S 0.0 0.0 0.0
C 0.0 0.0 0.0
C 0.0 0.0 -0.1
S -0.1 0.0 0.0
C 0.0 0.0 0.0
C 0.0 0.0 0.0
S 0.0 0.0 0.0
C 0.0 0.0 0.0
C 0.0 0.0 0.0
S 0.1 0.0 0.0
H 0.0 0.0 0.0
H 0.0 0.0 0.0
H 0.0 0.0 0.0
H 0.0 0.0 0.0
H 0.0 0.0 0.0
H 0.0 0.0 0.0
H 0.0 0.0 0.0
H 0.0 0.0 0.0
H 0.0 0.0 0.0
H 0.0 0.0 0.0
H 0.0 0.0 0.0
H 0.0 0.0 0.0
H 0.0 0.0 0.0
H 0.0 0.0 0.0
H 0.0 0.0 0.0
H 0.0 0.0 0.0

Calculated values
total charge = +2
LUMO (alpha / beta) = -7.1 / -7.6 eV
expectation value of S² = 8.76
gap between HOMO and LUMO (alpha / beta) = 9.02 / 9.81 eV
calculated total energy = -3057.63557 a.u.
2S+1 = 6